1.
{"formula": "C28H50NO5", "method": "ωB97M-V/def2-TZVPD", "species": ["O", "O", "O", "O", "O", "N", "C", "C", "C", "C", "C", "C", "C", "C", "C", "C", "C", "C", "C", "C", "C", "C", "C", "C", "C", "C", "C", "C", "C", "C", "C", "C", "C", "C", "H", "H", "H", "H", "H", "H", "H", "H", "H", "H", "H", "H", "H", "H", "H", "H", "H", "H", "H", "H", "H", "H", "H", "H", "H", "H", "H", "H", "H", "H", "H", "H", "H", "H", "H", "H", "H", "H", "H", "H", "H", "H", "H", "H", "H", "H", "H", "H", "H", "H"], "coordinates": [[-1.544266, 4.693206, -0.595900], [1.558986, 3.408985, 1.801937], [1.369139, 1.875897, 3.436481], [0.771093, -0.300098, -5.034820], [-0.222640, -4.342518, 5.019676], [-1.888650, -0.997940, 0.358855], [1.446165, -0.616759, -6.262236], [-3.691426, -1.748750, 1.662920], [-0.357630, 2.014454, 1.759908], [2.429540, -1.399933, -2.294456], [-1.089747, -4.179126, 3.903965], [-2.993553, -1.732228, 0.516337], [0.684969, 0.101795, -7.366617], [-3.215035, -1.029102, 2.719641], [3.443097, -1.113528, 0.022599], [-2.411206, -4.079371, 5.865059], [0.173202, 1.340661, -6.633437], [-0.151072, 0.773624, -5.259010], [-1.247169, -1.065904, -0.982951], [0.955364, 2.514646, 2.300692], [3.339976, -1.755892, 1.387969], [1.004686, -0.881920, -2.021392], [-2.486403, -4.513804, 4.401344], [-2.097913, 5.722262, -1.425366], [3.179715, -2.062424, -1.153908], [0.174873, -1.677371, -1.027625], [-0.219668, 0.607686, 1.186659], [-1.290964, 6.980952, -1.135320], [-0.296783, 5.135916, -0.041615], [-0.985492, -4.472677, 6.225253], [3.470437, -0.746375, 2.518495], [0.082829, 6.400822, -0.796466], [-1.425580, -0.246962, 1.362391], [-2.079154, -0.292464, 2.564827], [-2.537166, -2.996196, 5.944583], [-1.086776, 2.080665, 2.555560], [-3.158122, 5.831337, -1.197780], [-3.268824, -4.011368, 3.831822], [1.049989, 0.176121, -1.794737], [0.438095, 4.342928, -0.143875], [-0.756316, -4.827703, 3.092077], [-1.256416, -0.085975, -1.432982], [0.556801, -1.692633, -0.018418], [-0.001453, 0.710798, 0.140828], [4.151065, -2.330551, -1.547410], [-4.594926, -2.312820, 1.751070], [1.310794, 0.329325, -8.226686], [-0.440453, 5.338527, 1.025059], [-2.658323, -5.589018, 4.337045], [4.151565, -2.462517, 1.487085], [-3.736836, -1.027768, 3.655089], [3.038460, -0.566810, -2.615837], [1.462342, -1.699049, -6.387998], [2.841533, 0.124245, 2.371729], [0.619703, 6.148022, -1.713067], [2.009263, 1.186569, 3.226500], [2.478165, -0.259384, -6.193429], [2.380914, -2.072641, -3.141378], [-1.696651, 0.270228, 3.391288], [3.190475, -1.188171, 3.459164], [-1.029946, -3.135066, 3.560589], [-0.546988, -3.838935, 6.994792], [-0.686964, 1.808615, -7.107640], [4.501058, -0.439235, 2.625043], [0.610065, 0.060368, 1.614749], [-0.678141, 2.691178, 0.986543], [-0.932253, -5.512048, 6.559916], [2.816195, -0.231085, -0.048601], [2.736711, -2.999179, -0.843819], [-0.042260, 1.509045, -4.459483], [-3.152311, -4.553804, 6.504193], [-0.154080, -0.507687, -7.707442], [-1.170455, 0.372178, -5.226578], [-1.280092, 7.673674, -1.974298], [0.058137, -2.684363, -1.393788], [0.967137, 2.085746, -6.556714], [-1.701861, 7.501906, -0.268610], [-1.997401, 5.419631, -2.473016], [0.709921, 7.067717, -0.208892], [-1.931572, -1.665918, -1.557706], [2.417488, -2.321364, 1.487746], [4.469635, -0.784179, -0.059842], [-3.341850, -2.290762, -0.325486], [0.483210, -0.958354, -2.960848]], "forces_ev_per_a": [[0.0, -0.1, 0.0], [0.4, 0.1, 0.0], [-0.4, -0.2, 0.2], [0.0, 0.1, -0.2], [0.1, 0.1, -0.1], [0.2, -0.2, -0.7], [0.1, 0.0, 0.0], [-0.8, -0.4, 0.5], [0.0, 0.1, 0.2], [-0.3, -0.1, 0.1], [0.1, 0.1, 0.1], [-0.3, -0.4, -0.8], [-0.1, 0.0, 0.0], [-0.1, 0.2, 0.8], [0.1, -0.5, -0.1], [0.0, 0.1, -0.1], [0.1, 0.0, 0.0], [0.0, -0.1, 0.0], [0.3, -0.2, 0.0], [0.0, 0.1, -0.2], [-0.2, 0.4, 0.1], [0.6, -0.5, 0.0], [-0.1, -0.1, 0.0], [0.1, 0.0, -0.1], [0.3, 0.4, 0.0], [-0.9, 0.8, 0.0], [-0.2, 0.0, -0.2], [0.0, 0.0, 0.1], [-0.1, 0.1, -0.1], [0.0, -0.1, -0.1], [0.2, -0.5, 0.1], [-0.1, 0.0, -0.1], [0.5, 0.3, 0.0], [0.1, 0.2, 0.6], [0.0, 0.0, 0.0], [-0.1, -0.1, 0.3], [0.0, 0.0, 0.0], [0.0, 0.0, 0.0], [-0.2, 0.3, 0.4], [0.0, 0.0, 0.0], [0.0, 0.0, 0.0], [0.0, 0.5, 0.1], [0.5, -0.2, 0.3], [0.2, 0.0, -0.5], [0.2, -0.3, -0.2], [-0.3, -0.3, -0.1], [0.0, 0.0, 0.0], [0.1, 0.0, 0.0], [0.0, 0.0, 0.0], [0.2, -0.4, 0.1], [-0.2, 0.0, 0.4], [0.1, 0.4, -0.3], [0.0, 0.0, 0.0], [0.0, 0.2, -0.4], [0.0, 0.0, 0.0], [0.3, 0.1, 0.2], [0.0, 0.0, 0.0], [0.0, -0.3, -0.2], [0.2, 0.2, 0.2], [-0.1, -0.2, 0.5], [0.0, 0.0, 0.0], [0.0, 0.0, 0.0], [0.0, 0.0, 0.0], [0.2, 0.4, -0.1], [0.4, -0.1, 0.3], [-0.2, 0.2, -0.3], [0.0, 0.0, 0.0], [-0.3, 0.3, 0.1], [-0.4, -0.2, 0.2], [0.0, 0.0, 0.0], [0.0, 0.0, 0.0], [0.0, 0.0, 0.0], [0.0, 0.0, 0.0], [0.0, 0.0, 0.0], [0.2, -0.5, 0.1], [0.0, 0.0, 0.0], [0.0, 0.0, 0.0], [0.0, 0.0, 0.0], [0.0, 0.0, 0.0], [-0.1, -0.1, -0.3], [-0.3, -0.1, 0.0], [0.3, 0.5, -0.1], [0.1, -0.2, -0.4], [-0.2, 0.2, -0.4]], "lowdin_charge": [-0.162, 0.162, 0.085, -0.183, -0.135, 0.035, -0.191, -0.016, -0.056, -0.189, -0.218, -0.005, -0.162, -0.006, -0.214, -0.163, -0.163, -0.207, -0.078, -0.498, -0.258, -0.200, -0.170, -0.204, -0.203, -0.143, -0.070, -0.164, -0.221, -0.191, -0.085, -0.158, -0.143, 0.027, 0.108, 0.123, 0.116, 0.093, 0.108, 0.096, 0.119, 0.134, 0.095, 0.107, 0.111, 0.129, 0.116, 0.122, 0.119, 0.115, 0.131, 0.116, 0.119, 0.031, 0.115, 0.065, 0.121, 0.111, 0.135, 0.080, 0.100, 0.120, 0.115, 0.089, 0.126, 0.106, 0.122, 0.101, 0.107, 0.115, 0.115, 0.116, 0.117, 0.114, 0.125, 0.117, 0.115, 0.115, 0.116, 0.120, 0.097, 0.118, 0.144, 0.086], "total_charge": 1, "mol_weight_g_mol": 480.71, "e_above_lowest_kcal_mol": 0.0, "lumo_energy_ha": -0.1378, "gap_ev": 7.69}

---

2.
{"formula": "C28H51F2N2O7", "method": "ωB97M-V/def2-TZVPD", "species": ["F", "F", "O", "O", "O", "O", "O", "O", "O", "N", "N", "C", "C", "C", "C", "C", "C", "C", "C", "C", "C", "C", "C", "C", "C", "C", "C", "C", "C", "C", "C", "C", "C", "C", "C", "C", "C", "C", "C", "H", "H", "H", "H", "H", "H", "H", "H", "H", "H", "H", "H", "H", "H", "H", "H", "H", "H", "H", "H", "H", "H", "H", "H", "H", "H", "H", "H", "H", "H", "H", "H", "H", "H", "H", "H", "H", "H", "H", "H", "H", "H", "H", "H", "H", "H", "H", "H", "H", "H", "H"], "coordinates": [[3.095295, 1.241004, -2.262197], [1.419473, -0.421147, -0.587225], [4.545326, 4.658009, 0.655175], [-2.353582, -1.710594, -0.966840], [4.763502, 7.825296, 0.379080], [5.193707, 2.804163, -1.216718], [-4.067455, -9.195346, -1.016434], [-0.954707, 5.379974, 0.640952], [-2.616887, -5.867763, 0.534416], [1.426598, 3.266539, 0.090096], [2.380943, 4.031901, 0.604877], [0.244966, 0.306735, -0.528565], [5.529643, 8.336257, 2.563712], [-1.689000, -6.806597, -0.025972], [-4.945917, -10.195106, -0.491317], [0.428034, 1.574824, -1.355695], [4.392188, 7.729446, 1.759651], [-3.619082, -1.961677, -1.596246], [-3.774585, -2.715194, 0.639198], [-4.455392, -8.863184, -2.352136], [-1.947321, 6.201136, 0.000511], [-4.310780, -3.023556, -0.754303], [5.896386, 8.700910, 0.251442], [-2.900824, -6.224606, 1.889289], [1.606895, 2.354292, -0.848694], [-6.119857, -10.283220, -1.456823], [-0.347534, 7.649410, 0.987084], [-2.339265, -7.624751, 2.091598], [-5.454633, -9.927407, -2.784620], [7.244609, 1.556702, -0.855473], [-2.340624, -2.315726, 0.337073], [-1.146578, -7.621248, 1.138336], [5.789735, 1.458836, -1.251371], [-0.072257, 6.216022, 1.404967], [2.895991, 2.138258, -1.327163], [3.945809, 2.896587, -0.829368], [3.582283, 3.870058, 0.149592], [6.045409, 9.402118, 1.596583], [-1.836288, 7.579339, 0.642816], [0.950040, 5.903604, 1.209583], [5.406855, 10.286460, 1.636753], [-5.395823, -2.975102, -0.827227], [-2.073137, -7.825496, 3.128189], [-4.320976, -1.874813, 1.075328], [6.779556, 8.097682, 0.019765], [7.880086, 1.614052, -1.731848], [-4.930718, -10.797049, -3.186426], [-0.823046, -8.616004, 0.838195], [-0.459454, 2.199858, -1.286220], [-3.836011, -3.557081, 1.324456], [-2.227406, -7.444000, -0.731440], [5.202802, 8.728116, 3.524576], [-0.566051, -0.280274, -0.944974], [-0.104630, 8.368664, 1.766281], [-0.912209, -6.261850, -0.565538], [5.721022, 9.389306, -0.574266], [-3.566973, -8.830586, -2.983941], [-6.874512, -9.535530, -1.203781], [-1.726752, 6.244109, -1.070581], [0.606087, 1.348720, -2.401145], [4.581434, 5.464777, 0.110658], [7.069440, 9.712669, 1.792640], [-0.284982, 6.065495, 2.468276], [-0.298006, -7.109597, 1.599305], [-3.989278, -4.020728, -1.059267], [5.235600, 0.793257, -0.596266], [-6.149391, -9.568966, -3.542020], [-6.596040, -11.261879, -1.451794], [0.496642, 3.439200, 0.464914], [-4.402752, -11.144395, -0.438314], [-4.192487, -1.028482, -1.612267], [4.215247, 6.680836, 1.998436], [-3.068174, -8.371826, 1.772545], [-2.926691, 5.743781, 0.134951], [-1.686360, -3.191552, 0.307685], [5.688896, 1.094890, -2.267515], [-5.245650, -9.911744, 0.518424], [-3.978284, -6.171410, 2.052751], [-1.938107, -1.601840, 1.059867], [-2.434713, 7.621091, 1.554475], [7.438980, 2.426848, -0.239317], [0.034601, 0.577628, 0.504338], [-4.913322, -7.867805, -2.345304], [0.229765, 7.904771, 0.095636], [-2.411980, -5.501178, 2.553608], [3.458110, 8.281019, 1.912482], [-2.169626, 8.374810, -0.020069], [-3.445496, -2.279253, -2.624337], [7.512487, 0.654707, -0.315603], [6.307162, 7.591398, 2.746055]], "forces_ev_per_a": [[0.0, -0.2, -0.3], [0.1, -0.1, 0.2], [-0.2, 0.0, -0.3], [0.0, 0.1, 0.1], [0.0, -0.3, 0.0], [0.1, -0.1, 0.4], [0.0, 0.0, 0.0], [0.1, -0.1, -0.1], [0.0, 0.1, 0.0], [0.6, 0.1, 0.1], [-0.6, -0.1, 0.1], [-0.2, 0.3, -0.4], [0.1, 0.0, -0.1], [-0.1, -0.1, -0.2], [0.1, -0.1, 0.0], [0.4, 0.3, 0.2], [-0.2, 0.0, 0.2], [-0.1, 0.1, 0.0], [-0.1, 0.1, 0.0], [-0.1, 0.1, 0.0], [0.0, 0.1, -0.1], [0.1, -0.1, -0.1], [0.1, 0.0, 0.0], [0.1, 0.0, 0.0], [-0.5, -0.4, -0.4], [0.0, 0.1, 0.0], [-0.1, -0.1, -0.2], [-0.1, -0.1, 0.0], [0.0, -0.1, 0.0], [0.0, -0.1, -0.2], [0.1, -0.1, 0.0], [0.0, 0.1, 0.1], [0.2, 0.0, -0.5], [0.1, 0.0, 0.3], [0.2, 0.5, 0.7], [-0.4, -0.4, -0.3], [0.5, 0.3, 0.0], [-0.1, 0.0, 0.0], [0.0, -0.1, 0.1], [0.1, 0.0, 0.0], [0.0, 0.0, 0.0], [0.0, 0.0, 0.0], [0.0, 0.0, 0.0], [0.0, 0.0, 0.0], [0.0, 0.0, 0.0], [0.1, 0.1, -0.1], [0.0, 0.0, 0.0], [0.0, 0.0, 0.0], [-0.2, 0.0, 0.0], [0.0, 0.0, 0.0], [0.0, 0.0, 0.0], [0.0, 0.0, 0.0], [-0.2, -0.2, 0.1], [0.0, 0.0, 0.0], [0.0, 0.1, 0.0], [-0.1, 0.0, 0.0], [0.0, 0.0, 0.0], [0.0, 0.0, 0.0], [0.0, 0.0, 0.0], [-0.1, -0.2, -0.1], [0.3, 0.4, 0.3], [0.0, 0.0, 0.0], [0.0, 0.0, 0.0], [0.0, 0.0, 0.0], [0.0, 0.0, 0.0], [-0.2, 0.2, 0.2], [0.0, 0.0, 0.0], [0.0, 0.0, 0.0], [-0.1, 0.3, 0.0], [0.0, 0.0, 0.0], [0.0, 0.0, 0.0], [0.0, 0.0, 0.1], [0.0, 0.0, 0.0], [0.0, 0.0, 0.0], [0.0, 0.0, 0.0], [-0.1, -0.1, -0.1], [0.0, 0.0, 0.0], [0.0, 0.0, 0.0], [0.0, 0.0, 0.0], [0.0, 0.0, 0.0], [-0.1, 0.0, 0.2], [0.0, -0.2, 0.2], [0.0, 0.0, 0.0], [0.0, 0.0, 0.0], [0.0, 0.0, 0.0], [0.0, 0.0, 0.0], [0.0, 0.0, 0.0], [0.1, 0.0, 0.0], [0.1, 0.0, 0.2], [0.0, 0.0, 0.0]], "lowdin_charge": [0.169, -0.021, 0.112, -0.176, -0.164, 0.037, -0.164, -0.176, -0.164, 0.135, 0.202, -0.162, -0.158, -0.192, -0.204, -0.052, -0.212, -0.195, -0.161, -0.209, -0.191, -0.158, -0.189, -0.212, -0.103, -0.167, -0.163, -0.161, -0.168, -0.040, -0.198, -0.159, -0.161, -0.212, -0.126, -0.118, -0.262, -0.161, -0.159, 0.082, 0.117, 0.115, 0.113, 0.116, 0.119, 0.082, 0.115, 0.115, 0.138, 0.098, 0.101, 0.116, 0.107, 0.116, 0.116, 0.119, 0.117, 0.114, 0.118, 0.135, 0.124, 0.116, 0.124, 0.112, 0.109, 0.131, 0.112, 0.113, 0.171, 0.119, 0.116, 0.099, 0.106, 0.119, 0.115, 0.124, 0.114, 0.118, 0.110, 0.118, 0.088, 0.129, 0.118, 0.116, 0.116, 0.119, 0.117, 0.117, 0.086, 0.117], "total_charge": 1, "mol_weight_g_mol": 565.72, "lumo_energy_ha": -0.1430, "gap_ev": 6.85}